Record 1
{"formula": "CH4FIP2", "method": "ωB97M-V/def2-TZVPD", "de_lowest_kj_mol": 254.0, "charge": 0, "gap_ev": [5.09, 7.19], "multiplicity": 3, "total_energy_ha": -1120.5945, "s_squared": 2.009, "elements": ["I", "F", "H", "H", "C", "H", "H", "P", "P"], "xyz": [[2.6885, 0.3718, -0.0381], [-1.4415, -1.4779, -0.1170], [-0.1077, -0.6253, -1.7777], [-1.9010, 1.1883, 0.8277], [1.2294, -1.1937, 0.2295], [-0.1600, 2.0924, 0.3246], [1.1385, -1.4098, 1.2964], [-1.2312, 1.5164, -0.3486], [-0.2150, -0.4621, -0.3968]], "forces_ev_per_a": [[2.523, 1.617, -0.276], [-0.388, 0.522, 0.056], [0.064, -0.065, -0.113], [-0.357, 0.119, 0.466], [-2.967, 0.675, 1.123], [0.418, 0.358, 0.287], [0.536, -0.540, -0.230], [0.137, -0.776, 0.031], [0.033, -1.909, -1.344]], "lowdin_spin": [0.70, 0.05, 0.02, 0.02, 0.76, 0.01, 0.04, 0.09, 0.30]}

=====

Record 2
{"formula": "CH3ClO2P", "method": "ωB97M-V/def2-TZVPD", "de_lowest_kj_mol": 137.3, "charge": -1, "gap_ev": 7.83, "total_energy_ha": -992.0472, "elements": ["H", "P", "H", "O", "O", "Cl", "C", "H"], "xyz": [[-0.9017, 0.1876, -0.3276], [1.0554, -0.5938, 0.3765], [-0.5870, 1.2242, 1.0299], [1.0099, -1.2706, 1.6503], [1.9859, -0.9662, -0.6972], [-2.4737, -0.8673, -1.4780], [-0.1653, 0.7743, 0.0468], [0.0766, 1.5118, -0.6009]], "forces_ev_per_a": [[-2.998, -1.815, -1.644], [0.181, 1.105, -1.727], [1.007, -0.938, -1.485], [-0.549, -0.159, 1.393], [-0.453, 0.634, 0.009], [-0.089, -0.096, -0.034], [1.635, -0.691, 5.630], [1.266, 1.960, -2.142]], "mulliken_charge": [-0.15, 0.92, 0.23, -0.57, -0.58, -0.87, -0.31, 0.32]}

=====

Record 3
{"formula": "C4H6O2", "method": "ωB97M-V/def2-TZVPD", "de_lowest_kj_mol": 311.4, "charge": 0, "gap_ev": 9.45, "total_energy_ha": -306.3877, "elements": ["O", "O", "H", "H", "C", "H", "H", "H", "C", "C", "C", "H"], "xyz": [[0.0302, 1.4677, 0.8206], [-2.5378, -1.5414, -0.1839], [1.7815, 1.3881, -1.0914], [-0.6621, 0.5863, 1.3956], [-0.4680, -0.6622, 0.5900], [1.4858, -0.3470, -1.4700], [-2.1864, 0.4518, -0.2026], [-0.0936, -1.6816, 0.6603], [0.4090, 0.4090, 0.2161], [-1.8284, -0.5799, 0.0141], [1.5988, 0.3941, -0.6764], [2.4709, 0.1151, -0.0724]], "forces_ev_per_a": [[-0.048, -0.200, 0.007], [0.160, 0.319, 0.116], [-0.039, -0.107, 0.100], [0.015, 0.303, -0.034], [0.060, -0.307, -0.245], [0.024, 0.121, 0.116], [0.065, -0.135, -0.059], [-0.047, 0.104, -0.031], [0.009, -0.015, 0.043], [-0.051, -0.117, 0.081], [-0.044, -0.003, -0.034], [-0.106, 0.039, -0.061]], "mulliken_charge": [-0.49, -0.51, 0.35, 0.48, -0.90, 0.31, 0.33, 0.28, 0.81, 0.10, -1.05, 0.29]}

=====

Record 4
{"formula": "C6H34N8O12", "method": "ωB97M-V/def2-TZVPD", "charge": 0, "smiles": "NC(N)=O.NC(N)=O.NC(N)=O.NC(N)=O.OCCO.O.O.O.O.O.O", "gap_ev": 9.27, "total_energy_ha": -1589.9447, "elements": ["C", "H", "O", "H", "H", "O", "N", "O", "H", "N", "H", "H", "O", "N", "H", "H", "H", "O", "H", "H", "O", "N", "H", "H", "H", "H", "H", "O", "H", "C", "H", "H", "H", "N", "H", "H", "C", "H", "O", "H", "C", "H", "O", "O", "N", "N", "H", "H", "H", "H", "H", "O", "C", "H", "N", "H", "C", "O", "H", "H"], "xyz": [[-1.4875, 2.1904, -7.0706], [0.4882, 2.4608, -7.2010], [0.1054, 1.2381, -0.7241], [-4.2187, -0.0961, 4.1716], [2.6796, -0.9387, 3.3872], [1.1748, 5.5768, -1.5847], [-4.3645, -2.7342, -0.1519], [-3.3844, -4.3146, 1.2135], [4.6109, 0.4670, 4.7111], [-0.4013, -6.2768, -3.5692], [0.6359, 6.1815, -1.0746], [3.4289, -1.4966, 4.8657], [4.0184, -2.4551, 3.1380], [-2.3591, 2.0731, -6.1198], [-5.2577, -2.4742, -0.5452], [0.9713, 0.9179, -0.4712], [-3.9221, 4.6146, 0.6879], [-4.6554, 5.0620, 0.2655], [-2.4291, 0.1913, 6.5492], [-4.1397, -0.0823, 5.9241], [-1.5983, 1.8941, -8.2498], [-3.8407, 0.2793, 5.0297], [-0.3673, 1.3306, 0.1030], [-0.6138, -6.7721, -4.4233], [3.8859, -2.3112, 2.1981], [-1.2591, 1.4611, 6.0677], [-3.5332, -2.3348, -0.5637], [0.8796, -4.8778, -4.6685], [5.6781, -0.5765, 3.8165], [3.6173, -1.2991, 3.8104], [5.6951, -1.6618, -2.6619], [-0.7441, -6.5773, -2.6679], [0.8621, 4.7073, -1.3347], [-2.1728, 1.0312, 6.0503], [0.0099, -4.9783, -1.7120], [-0.1877, 2.7120, -5.5901], [-2.7865, 1.0559, 4.9518], [5.8775, 3.2222, -1.7357], [1.8109, 5.1558, 4.3585], [-5.0435, 5.5947, 0.9596], [-4.3546, -3.7686, 0.6728], [4.7154, 3.7586, -2.5443], [4.4981, 0.6963, 2.6721], [5.5395, 3.2791, -2.6295], [-0.3018, 2.5145, -6.5740], [0.6294, -4.7785, -2.4843], [1.8471, 4.6238, 3.5636], [-3.2812, 1.6905, -6.2728], [-5.5598, -5.0725, 1.5263], [-2.0591, 2.3251, -5.1889], [5.2759, 1.2585, 2.6984], [-2.3997, 1.6498, 3.9750], [0.4257, -5.2927, -3.6452], [1.2883, -4.0154, -2.5455], [-5.5072, -4.2495, 0.9432], [1.6441, 6.0447, 4.0450], [4.6811, -0.1361, 3.8059], [5.3641, -2.0359, -1.8454], [-6.2422, -3.5573, 0.9666], [6.1335, -2.0944, -1.2790]], "forces_ev_per_a": [[1.773, -1.307, -2.729], [-0.176, 0.185, 0.358], [-0.089, 0.160, -0.250], [-0.193, 0.183, 0.374], [-0.074, 0.332, 0.024], [0.220, 0.040, -0.116], [0.084, 2.080, -1.521], [0.867, 0.766, -1.055], [-0.333, -0.010, 0.230], [-3.261, -4.241, -0.551], [-0.129, 0.202, 0.083], [0.046, -0.563, -0.066], [0.276, -0.387, 0.018], [-3.568, -0.150, 2.712], [0.448, 0.036, -0.206], [0.265, -0.122, 0.023], [0.184, -0.164, 0.115], [-0.050, 0.001, -0.251], [1.261, 0.525, 0.819], [-0.184, -0.053, -0.579], [-0.895, 0.169, -0.347], [-3.758, -2.108, -1.162], [-0.179, 0.006, 0.253], [-0.165, -0.018, 0.437], [0.055, -0.029, -0.093], [-0.138, -0.295, 0.422], [-0.145, -0.243, 0.387], [1.550, 0.873, -2.456], [0.090, -0.253, -0.131], [0.645, 1.762, 0.387], [0.023, 0.104, -0.254], [-0.031, -0.353, -0.609], [-0.092, -0.311, 0.030], [3.484, 0.136, 5.833], [0.592, 0.519, 0.008], [0.424, -0.057, -0.461], [-0.507, 0.717, -3.975], [0.110, -0.029, 0.204], [0.040, -0.065, 0.216], [-0.129, 0.141, 0.156], [4.932, -1.253, 1.454], [-0.242, 0.155, -0.030], [0.295, -0.086, -0.003], [0.117, -0.114, -0.176], [2.770, 1.178, 0.669], [1.838, 2.726, 3.802], [0.008, -0.194, -0.179], [0.319, 0.261, -0.018], [0.040, 0.494, 0.062], [-0.641, -0.277, -0.177], [-0.067, 0.344, -0.467], [0.063, 0.910, -1.799], [-0.186, 0.359, -1.491], [-0.349, 0.143, 0.893], [-5.692, -1.166, 0.753], [-0.042, 0.245, -0.029], [-0.945, -1.095, 0.084], [-0.227, -0.060, 0.114], [-0.511, -0.708, 0.095], [0.179, -0.040, 0.161]], "mulliken_charge": [0.68, 0.21, -0.66, 0.21, 0.26, -0.63, -0.38, -0.68, 0.34, -0.39, 0.31, 0.31, -0.53, -0.35, 0.18, 0.33, 0.32, -0.64, 0.18, 0.18, -0.66, -0.42, 0.33, 0.22, 0.32, 0.25, 0.22, -0.65, 0.30, -0.42, 0.32, 0.16, 0.32, -0.41, 0.19, 0.15, 0.65, 0.31, -0.63, 0.32, 0.65, 0.32, -0.50, -0.63, -0.39, -0.41, 0.31, 0.21, 0.23, 0.15, 0.30, -0.66, 0.65, 0.23, -0.42, 0.32, -0.38, -0.63, 0.19, 0.32]}

=====

Record 5
{"formula": "C31H25BCl6N9O6Ti", "method": "ωB97M-V/def2-TZVPD", "de_lowest_kj_mol": 1783.5, "charge": -2, "gap_ev": [6.00, 6.69], "multiplicity": 4, "total_energy_ha": -5775.6880, "s_squared": 3.777, "elements": ["Ti", "C", "H", "O", "C", "C", "C", "H", "H", "C", "C", "H", "C", "N", "H", "C", "C", "B", "C", "O", "O", "C", "C", "H", "H", "H", "H", "C", "C", "C", "C", "O", "H", "C", "N", "H", "C", "O", "C", "C", "H", "N", "H", "H", "N", "H", "C", "H", "C", "Cl", "Cl", "O", "H", "N", "C", "C", "C", "H", "H", "Cl", "Cl", "C", "Cl", "H", "Cl", "C", "C", "H", "N", "C", "N", "H", "H", "H", "N", "C", "H", "C", "N"], "xyz": [[-1.0121, -0.0598, 1.0903], [4.0608, 0.8183, -3.6997], [-0.2967, -1.1146, 5.2129], [-2.5080, 1.2015, 1.8937], [-2.9895, 3.6552, -2.0628], [-2.9243, 2.2123, -0.1566], [2.7955, 2.0930, 0.0894], [3.6474, 1.8012, -5.5649], [-1.6455, -0.3559, -3.8048], [1.0509, 2.4612, 1.3805], [-2.8741, -1.9309, 0.8011], [-1.0890, 3.8156, -3.0483], [-4.5101, -1.0136, -1.7044], [-1.6251, 1.9175, -0.3396], [3.7123, 2.0966, -0.4725], [2.2919, 2.9913, 0.9988], [-3.5129, -4.5935, 1.0558], [2.0880, -0.2131, -0.8551], [-1.3292, -0.8126, -1.6311], [-3.6382, 4.2592, -4.2297], [-4.2480, 5.5895, -2.5006], [0.5151, -0.4042, 5.1010], [-3.6377, 3.0584, -0.9812], [0.5773, 3.5946, 3.1157], [-2.9964, -2.5519, -1.2996], [4.6131, -1.0346, 0.2340], [0.0582, 2.2782, -1.4733], [-1.0164, -0.4954, -2.9452], [0.8772, -0.2441, 3.6184], [0.0591, 3.0485, 2.3261], [3.9324, -1.0112, -2.4833], [2.0121, -0.0110, 3.2602], [2.7496, 3.8997, 1.3515], [-3.3126, -3.6886, 0.0619], [1.9025, 1.1009, -0.0655], [5.2464, -1.0023, -4.2519], [1.4838, -3.4796, 2.7613], [-4.6722, 1.5628, 1.3498], [0.3631, -0.3355, -2.8412], [4.5471, -0.5017, -3.6030], [1.6992, -4.5466, 2.6699], [0.8250, 1.3228, 0.7371], [0.4126, -3.3306, 2.6225], [5.3588, 1.7155, -5.1508], [2.5170, -1.3395, 0.0970], [3.9827, -1.9855, -2.0272], [-0.9939, 2.5126, -1.3518], [-4.6776, 3.2623, -0.7680], [-2.7944, -3.1166, 2.9020], [-3.1415, -1.2067, -0.8967], [-3.2363, -4.6069, -1.6256], [-0.1879, -0.3468, 2.8996], [1.7445, -3.1679, 3.7755], [3.2185, 1.0813, -2.7135], [-3.3777, -4.2586, 2.4674], [-3.7194, 4.5954, -3.0312], [4.3586, 1.8523, -4.7379], [-0.6039, 3.7434, 1.8055], [4.2917, 2.8498, -4.3058], [-2.4248, -2.8625, 4.5816], [1.8805, -0.9512, 6.1204], [3.7458, -1.5409, 0.6262], [-3.8514, -6.2754, 0.7503], [4.3986, -2.7660, 2.3322], [-3.9193, -5.4183, 3.6433], [-1.6348, 3.3745, -2.2244], [3.6190, -2.4113, 1.6790], [0.1999, 0.5650, 5.4832], [0.7644, -0.5693, -1.5689], [2.2347, -2.6684, 1.7580], [1.5859, -2.0212, 0.8077], [-3.0955, 0.0917, -0.2283], [-0.5728, 2.2835, 2.7712], [-5.3857, -0.9464, -2.3217], [-0.3155, -0.9122, -0.8292], [-3.4709, 1.6017, 1.1355], [1.0872, -0.0548, -3.5891], [-2.4218, -2.1089, 1.9738], [3.1545, -0.0408, -1.9572]], "forces_ev_per_a": [[0.596, 1.115, 1.091], [-0.025, 0.004, 0.003], [0.030, -0.016, -0.003], [-0.060, -0.842, 0.243], [-0.036, -0.080, 0.062], [0.205, 0.115, 0.253], [-0.033, -0.010, 0.038], [-0.001, -0.013, 0.002], [-0.057, -0.006, 0.026], [-0.062, -0.007, -0.025], [1.578, -3.288, -0.132], [-0.014, 0.003, -0.004], [0.989, 0.322, 0.787], [-0.169, -0.292, -0.313], [-0.004, 0.003, -0.015], [0.012, -0.001, 0.039], [0.058, 0.324, 0.120], [0.339, -0.140, -0.034], [-1.778, -0.805, 0.290], [-0.065, -0.029, 0.000], [-0.141, -0.089, 0.032], [0.002, -0.007, -0.002], [0.054, 0.028, 0.008], [0.003, -0.001, -0.003], [-0.399, 0.442, 0.197], [-0.002, -0.009, -0.010], [-0.003, -0.014, 0.005], [0.819, 0.071, 0.276], [0.093, 0.093, 0.072], [0.005, 0.012, 0.026], [-0.009, -0.010, -0.033], [-0.023, -0.033, -0.012], [-0.002, 0.005, -0.012], [0.085, -0.318, -0.378], [-0.057, 0.072, -0.023], [-0.003, 0.001, -0.004], [-0.021, 0.000, 0.016], [0.126, 0.087, 0.086], [0.131, -0.042, 0.060], [-0.008, -0.012, 0.004], [0.013, 0.003, 0.000], [0.144, -0.421, 0.091], [0.003, -0.004, -0.012], [0.003, 0.001, 0.010], [-0.073, 0.043, -0.038], [0.005, 0.001, -0.003], [-0.085, -0.099, -0.076], [0.001, 0.007, 0.019], [0.666, 0.365, -0.287], [-1.821, 1.313, -3.025], [-0.146, 0.519, 0.716], [-0.237, -0.028, -0.306], [0.005, 0.000, -0.001], [0.039, 0.017, 0.013], [-0.045, -0.016, 0.231], [0.296, 0.155, -0.081], [0.020, 0.014, -0.014], [0.003, -0.006, -0.013], [-0.013, -0.003, 0.001], [-0.031, -0.048, 0.096], [-0.001, 0.019, -0.013], [0.006, -0.007, 0.046], [-0.012, -0.071, -0.040], [-0.003, -0.008, 0.000], [-0.002, 0.037, 0.000], [-0.044, 0.028, -0.053], [0.021, 0.029, -0.014], [-0.032, -0.005, -0.011], [-0.264, -0.047, -0.184], [-0.019, -0.020, -0.034], [0.005, 0.023, 0.057], [-0.039, -0.510, -0.429], [0.007, 0.000, 0.008], [0.131, -0.196, -0.199], [0.077, 0.899, 0.360], [0.029, 0.286, -0.089], [0.001, 0.012, 0.011], [-0.704, 1.083, 0.440], [-0.056, -0.002, 0.090]], "lowdin_spin": [1.31, 0.00, 0.00, 0.04, 0.00, 0.01, 0.00, 0.00, 0.00, 0.00, 0.08, 0.00, 0.90, 0.01, 0.00, 0.00, 0.00, 0.00, -0.01, 0.00, 0.00, 0.00, 0.01, 0.00, 0.05, 0.00, 0.00, 0.00, 0.00, 0.00, 0.00, 0.00, 0.00, 0.00, 0.00, 0.00, 0.00, 0.01, 0.00, 0.00, 0.00, 0.00, 0.00, 0.00, 0.00, 0.00, 0.00, 0.00, 0.01, 0.25, 0.01, 0.02, 0.00, 0.00, 0.01, 0.00, 0.00, 0.00, 0.00, 0.00, 0.00, 0.00, 0.00, 0.00, 0.00, 0.01, 0.00, 0.00, 0.01, 0.00, 0.00, 0.07, 0.00, 0.06, 0.02, 0.02, 0.00, 0.07, 0.00]}

=====

Record 6
{"formula": "C4H14N2O2", "method": "ωB97M-V/def2-TZVPD", "de_lowest_kj_mol": 221.2, "charge": 0, "smiles": "C=C(N)CCN.O.O", "gap_ev": 8.65, "total_energy_ha": -420.7208, "elements": ["C", "N", "O", "H", "H", "H", "C", "O", "H", "H", "N", "H", "H", "H", "H", "H", "H", "H", "H", "H", "C", "C"], "xyz": [[0.0696, -1.3800, 0.2497], [1.7601, -1.0952, -2.0350], [-0.5833, 3.7247, 2.3761], [-0.1255, 4.0279, 3.1795], [-2.9650, 1.1227, -1.0918], [0.9455, -3.3396, 0.0210], [1.7620, -0.1148, -0.8506], [-3.7908, 1.6118, -0.9553], [2.6373, -1.2537, -2.4310], [2.7316, 0.3985, -0.8957], [-1.0975, -0.6391, 0.4248], [1.0516, 0.6480, -1.0853], [1.2881, -1.8980, -1.9463], [-3.7903, 1.8655, 0.0195], [1.0143, 0.2876, 1.1625], [-1.0911, 0.3929, 0.4680], [-0.3179, 4.1681, 1.5261], [-2.0075, -1.0663, 0.2388], [2.0754, -1.0575, 1.0659], [-0.9658, -3.2116, 0.0850], [0.1096, -2.6641, -0.0345], [1.2897, -0.5279, 0.5087]], "forces_ev_per_a": [[0.052, 1.568, 1.407], [0.831, 4.804, 1.515], [-0.103, 0.003, -0.880], [0.047, 0.277, -1.111], [-0.263, 0.176, 0.075], [0.314, 0.354, -0.092], [0.639, 0.185, -2.465], [0.230, 0.339, 1.861], [1.570, -0.092, -0.343], [-0.106, -0.287, 0.378], [-0.840, 0.387, -0.167], [-0.497, 0.743, -0.788], [-2.279, -3.371, 0.805], [0.065, -0.529, -1.943], [-0.020, 0.573, -0.228], [0.265, -1.323, -0.036], [0.049, -0.308, 1.949], [0.724, 0.251, 0.027], [-0.352, -0.332, -0.209], [2.627, 1.138, -0.811], [-3.744, -2.641, 0.890], [0.793, -1.912, 0.165]], "mulliken_charge": [0.89, -0.50, -0.65, 0.32, 0.32, 0.37, -0.39, -0.66, 0.22, 0.36, -0.51, 0.21, 0.23, 0.33, 0.34, 0.16, 0.33, 0.20, 0.27, 0.16, -1.20, -0.79]}

=====

- Which formula does entry 2 have?
  CH3ClO2P